(1)
A molecular structure, C31H21N5O8PRhSe2 in a non-equilibrium geometry, computed with ωB97M-V/def2-TZVPD.

The HOMO-LUMO gap (alpha / beta) comes out at 6.301 / 5.407 eV. The energy above the lowest of the compared OMol25 structures with the same formula, charge and spin comes out at 1.250 eV. As for the multiplicity: 5.

Cartesian coordinates (Å):
Rh 0.588 0.677 -0.746
O 0.400 4.674 -0.163
C 0.248 3.504 -0.412
N 1.212 2.525 -0.543
C 2.568 2.747 -0.513
O 3.161 3.799 -0.497
C 3.318 1.425 -0.504
C 4.677 1.398 -0.263
C 5.322 0.174 -0.189
C 4.583 -0.985 -0.380
C 3.225 -0.881 -0.620
N 2.602 0.297 -0.674
C -1.139 2.911 -0.600
C -2.253 3.722 -0.570
C -3.503 3.160 -0.786
C -3.589 1.798 -1.027
C -2.430 1.041 -1.031
N -1.232 1.583 -0.813
H 5.196 2.338 -0.135
H 6.381 0.120 0.025
H 5.044 -1.961 -0.342
H 2.609 -1.760 -0.760
H -2.104 4.777 -0.381
H -4.392 3.777 -0.778
H -4.535 1.314 -1.220
H -2.467 -0.030 -1.197
Se 0.386 0.221 1.742
P -1.531 -1.036 1.622
Se -3.179 -2.486 -0.188
C -1.038 -2.401 2.762
C -0.977 -3.714 2.303
C -0.672 -4.747 3.182
C -0.407 -4.474 4.514
C -0.418 -3.161 4.967
C -0.727 -2.130 4.097
C -2.679 -0.055 2.673
C -2.267 0.906 3.600
C -3.203 1.610 4.342
C -4.558 1.377 4.163
C -4.978 0.439 3.230
C -4.045 -0.269 2.488
H -1.164 -3.931 1.263
H -0.656 -5.767 2.817
H -0.192 -5.283 5.201
H -0.196 -2.942 6.004
H -0.729 -1.109 4.456
H -1.213 1.108 3.743
H -2.870 2.345 5.065
H -5.287 1.927 4.744
H -6.033 0.258 3.073
H -4.373 -0.996 1.754
O -0.696 -2.992 -2.323
C -0.130 -1.939 -2.091
O -0.167 -1.291 -0.973
C 0.754 -1.245 -3.099
C 1.872 -1.821 -3.653
C 2.744 -1.029 -4.397
C 2.529 0.319 -4.590
C 1.389 0.877 -4.045
C 0.495 0.124 -3.277
N 1.134 2.304 -4.233
O 1.804 2.899 -5.049
O 0.222 2.794 -3.594
N 3.944 -1.643 -4.973
O 4.191 -2.792 -4.664
O 4.619 -0.966 -5.722
H 2.093 -2.871 -3.526
H 3.222 0.922 -5.158
H -0.503 0.513 -3.125

---

(2)
A molecular structure, C10H21N10O8PS2 in a non-equilibrium geometry, computed with ωB97M-V/def2-TZVPD.

The HOMO-LUMO gap comes out at 8.224 eV.

Cartesian coordinates (Å):
O -6.224 -0.016 1.020
C -4.897 -0.039 1.397
C -4.587 -0.558 2.613
C -3.215 -0.622 3.067
N -2.750 -1.079 4.215
S -1.119 -0.884 4.179
N -0.980 -0.223 2.697
C -2.180 -0.091 2.166
C -2.541 0.473 0.880
P -1.277 1.173 -0.244
O -1.211 0.330 -1.646
O 0.198 1.121 0.423
S -1.693 3.056 -0.531
C -3.863 0.507 0.492
O -4.330 1.022 -0.652
H -6.483 0.918 1.036
H -5.422 -0.914 3.225
H -1.600 0.931 -2.309
H 0.329 2.002 0.819
H -3.655 1.562 -1.102
C -2.043 -2.767 -3.747
O -2.698 -1.983 -4.409
N -1.250 -2.363 -2.708
N -2.043 -4.112 -3.986
H -0.701 -2.988 -2.147
H -1.231 -1.374 -2.506
H -2.615 -4.442 -4.742
H -1.511 -4.773 -3.452
C 1.619 2.105 4.070
O 0.616 2.581 4.581
N 1.573 1.132 3.123
N 2.882 2.514 4.410
H 2.390 0.731 2.692
H 0.662 0.792 2.837
H 2.959 3.232 5.107
H 3.716 2.133 4.005
C 2.709 -1.196 -3.364
O 3.925 -1.075 -3.372
N 2.065 -2.217 -4.001
N 1.890 -0.319 -2.715
H 1.067 -2.329 -4.006
H 2.635 -2.882 -4.491
H 2.328 0.445 -2.232
H 0.891 -0.398 -2.695
C 4.590 1.017 0.623
O 4.305 0.214 1.502
N 4.872 0.637 -0.650
N 4.644 2.365 0.848
H 5.106 1.275 -1.387
H 4.836 -0.348 -0.853
H 4.439 2.687 1.776
H 4.874 3.038 0.141

---

(3)
A molecular structure, C17H21IN2O4S in a non-equilibrium geometry, computed with ωB97M-V/def2-TZVPD.

Its net charge is -2. The HOMO-LUMO gap comes out at 1.759 eV.

Cartesian coordinates (Å):
C 0.308 -2.834 2.682
C -1.151 -2.771 2.116
C -1.262 -2.857 0.511
C -0.309 -3.917 -0.133
C -1.313 -1.440 -0.129
C -0.226 -0.691 -0.828
C 1.188 -1.310 -1.001
C 2.004 -1.430 0.351
O 2.197 -0.502 1.095
C -0.443 0.660 -1.370
C 0.676 1.457 -2.141
C 1.804 2.035 -1.192
C 1.571 3.531 -0.746
I 1.580 4.938 -2.389
C -1.739 1.384 -1.233
N -2.034 2.666 -1.673
S -3.638 2.851 -1.155
N -3.984 1.389 -0.386
C -2.832 0.639 -0.504
C -2.604 -0.734 0.017
C -3.842 -1.353 0.770
H 0.984 -3.574 2.195
H 0.239 -3.129 3.768
H 0.718 -1.786 2.678
H -1.754 -3.649 2.499
H -1.729 -1.856 2.398
H -2.295 -3.291 0.359
H -0.483 -4.015 -1.243
H -0.555 -4.937 0.289
H 0.783 -3.746 0.018
H 1.162 -2.306 -1.530
H 1.854 -0.676 -1.656
H 2.405 -2.442 0.691
H 1.178 0.805 -2.904
H 0.204 2.311 -2.688
H 2.755 2.049 -1.803
H 2.014 1.403 -0.294
H 2.458 3.812 -0.096
H 0.650 3.610 -0.114
H -4.758 -0.783 0.443
H -3.748 -1.177 1.874
H -4.026 -2.421 0.494
C 3.963 6.042 0.518
O 3.008 6.468 1.213
O 4.756 6.786 -0.160
O 4.264 4.794 0.389

---

(4)
11 unconnected molecules or ions with the total composition C27H57N3O14 in a non-equilibrium geometry, computed with ωB97M-V/def2-TZVPD.

Its structure (SMILES) is C[N+](=O)[O-].C[N+](=O)[O-].C[N+](=O)[O-].CC(C)=O.CC(C)=O.CC(C)=O.CC(C)=O.CC(C)=O.CC(C)=O.CC(C)=O.CC(C)=O. The HOMO-LUMO gap comes out at 9.519 eV.

Cartesian coordinates (Å):
C 9.228 7.279 11.904
N 10.379 6.830 12.721
O 10.282 7.123 13.878
O 11.371 6.336 12.207
H 9.368 8.393 11.851
H 8.348 7.141 12.577
H 9.156 6.841 10.910
C 11.152 13.888 7.838
N 10.188 13.339 6.858
O 9.044 13.360 7.228
O 10.549 12.889 5.814
H 10.458 14.552 8.375
H 11.860 14.519 7.298
H 11.630 13.095 8.404
C 9.067 11.365 9.815
N 9.935 11.750 11.045
O 10.597 10.883 11.600
O 10.010 12.924 11.384
H 9.737 10.729 9.294
H 8.894 12.203 9.157
H 8.168 10.854 10.122
C 13.198 13.678 12.636
C 12.324 14.621 11.802
O 12.293 14.484 10.584
C 11.648 15.826 12.433
H 13.294 13.998 13.703
H 14.145 13.788 12.241
H 12.920 12.642 12.590
H 12.451 16.577 12.688
H 11.045 15.657 13.270
H 11.193 16.468 11.669
C 12.242 7.768 16.429
C 12.707 9.143 16.071
O 12.330 10.119 16.675
C 13.682 9.340 14.839
H 11.607 7.748 17.223
H 13.145 7.073 16.615
H 11.810 7.334 15.533
H 13.307 8.937 13.893
H 14.653 8.938 15.075
H 13.838 10.412 14.801
C 13.594 11.130 10.187
C 13.086 10.498 8.855
O 11.976 10.007 8.748
C 14.080 10.520 7.721
H 13.778 10.398 10.966
H 12.718 11.738 10.510
H 14.570 11.630 10.168
H 15.023 10.139 8.118
H 14.382 11.563 7.491
H 13.734 10.044 6.793
C 7.359 10.084 14.502
C 6.828 10.912 13.359
O 7.160 10.787 12.209
C 5.898 11.951 13.887
H 6.615 10.092 15.341
H 8.338 10.540 14.695
H 7.630 9.090 14.284
H 5.918 12.823 13.228
H 6.221 12.178 14.894
H 4.876 11.524 13.907
C 8.951 8.376 7.535
C 7.907 8.250 8.625
O 7.754 7.370 9.415
C 6.913 9.431 8.574
H 9.793 9.075 7.796
H 8.605 8.803 6.612
H 9.457 7.428 7.334
H 7.265 10.345 8.111
H 6.582 9.677 9.593
H 5.962 9.157 8.054
C 13.486 6.728 9.565
C 14.564 6.963 10.588
O 15.266 7.934 10.609
C 14.835 5.894 11.652
H 13.232 7.663 9.056
H 12.633 6.406 10.152
H 13.679 5.939 8.851
H 15.571 5.206 11.167
H 13.951 5.363 12.021
H 15.289 6.322 12.588
C 7.206 15.354 11.891
C 6.828 16.013 10.624
O 7.064 17.172 10.347
C 6.133 15.206 9.475
H 6.274 15.251 12.449
H 7.782 15.896 12.573
H 7.444 14.320 11.702
H 6.953 14.707 8.939
H 5.548 15.933 8.886
H 5.417 14.485 9.779
C 9.650 12.731 17.135
C 9.419 12.651 15.629
O 8.329 12.952 15.196
C 10.553 12.212 14.751
H 10.518 12.235 17.456
H 8.696 12.460 17.637
H 9.844 13.711 17.509
H 10.926 11.268 15.218
H 11.458 12.809 14.662
H 10.311 11.989 13.726

---

(5)
9 unconnected molecules or ions with the total composition C42H92F8N12O10PS2 in a non-equilibrium geometry, computed with ωB97M-V/def2-TZVPD.

Its net charge is +5. The HOMO-LUMO gap comes out at 9.145 eV. The energy above the lowest of the compared OMol25 structures with the same formula, charge and spin comes out at 0.000 eV.

Cartesian coordinates (Å):
P 0.307 -0.723 0.728
F 0.705 -0.330 -0.796
F -0.567 0.586 1.019
F -1.009 -1.471 0.099
F -0.007 -1.143 2.272
F 1.247 -2.059 0.659
F 1.668 -0.004 1.268
C -4.742 -0.295 4.915
C -3.665 -0.916 4.006
N -4.158 -0.939 2.622
C -5.176 -1.741 2.171
C -5.303 -1.524 0.851
N -4.389 -0.557 0.493
C -3.652 -0.251 1.590
C -4.166 0.038 -0.804
H -4.247 -0.276 5.887
H -5.725 -0.757 4.931
H -4.883 0.740 4.599
H -3.426 -1.950 4.252
H -2.776 -0.292 4.080
H -5.785 -2.349 2.819
H -6.010 -1.889 0.124
H -2.830 0.444 1.722
H -3.985 1.106 -0.698
H -5.073 -0.035 -1.407
H -3.402 -0.453 -1.407
C 7.040 4.255 -0.503
C 6.704 3.246 0.587
N 5.306 3.270 0.995
C 4.289 2.552 0.425
C 3.127 2.933 1.023
N 3.440 3.914 1.950
C 4.767 4.120 1.880
C 2.527 4.665 2.762
H 6.954 5.297 -0.194
H 6.371 4.095 -1.351
H 8.056 4.178 -0.887
H 7.324 3.357 1.476
H 6.895 2.237 0.218
H 4.481 1.826 -0.346
H 2.084 2.682 0.897
H 5.289 4.880 2.437
H 1.734 5.047 2.120
H 3.053 5.509 3.208
H 2.127 4.098 3.599
C 0.003 0.811 5.802
C -1.314 1.245 6.496
N -1.201 1.319 7.928
C -0.705 2.415 8.626
C -0.842 2.127 9.939
N -1.526 0.932 10.052
C -1.730 0.461 8.824
C -1.882 0.284 11.318
H 0.590 -0.012 6.214
H 0.644 1.682 5.670
H -0.248 0.413 4.816
H -2.124 0.596 6.167
H -1.603 2.233 6.136
H -0.304 3.232 8.051
H -0.601 2.726 10.801
H -2.305 -0.418 8.587
H -1.936 0.953 12.170
H -1.176 -0.522 11.511
H -2.847 -0.204 11.183
C 5.226 -0.415 2.832
C 3.931 -0.097 3.656
N 3.442 -1.346 4.210
C 3.820 -1.801 5.479
C 3.001 -2.877 5.719
N 2.303 -3.147 4.578
C 2.607 -2.219 3.661
C 1.367 -4.240 4.303
H 6.017 -0.709 3.521
H 5.508 0.462 2.256
H 5.057 -1.267 2.174
H 3.197 0.401 3.026
H 4.211 0.600 4.443
H 4.484 -1.197 6.072
H 2.905 -3.599 6.515
H 2.181 -2.232 2.669
H 0.344 -3.895 4.197
H 1.362 -4.773 5.260
H 1.813 -4.964 3.629
C -4.759 6.497 -6.697
O -3.830 5.436 -6.453
C -4.213 4.272 -7.135
C -3.171 3.211 -6.821
N -3.131 2.757 -5.368
H -4.000 2.257 -5.178
H -2.445 2.001 -5.350
C -2.784 3.858 -4.354
C -2.099 3.207 -3.158
O -0.996 2.369 -3.477
C -0.499 1.676 -2.332
H -5.783 6.141 -6.811
H -4.541 7.134 -7.559
H -4.710 7.203 -5.869
H -4.186 4.375 -8.225
H -5.218 3.914 -6.882
H -2.192 3.605 -7.085
H -3.457 2.296 -7.340
H -3.710 4.236 -3.934
H -2.115 4.520 -4.894
H -2.937 2.654 -2.714
H -1.798 4.024 -2.500
H -1.278 1.079 -1.855
H -0.068 2.348 -1.585
H 0.344 1.069 -2.653
C 5.496 -2.426 -9.019
O 4.462 -2.936 -8.152
C 3.296 -3.205 -8.886
C 2.330 -4.031 -8.039
N 2.265 -3.443 -6.643
H 1.905 -4.130 -5.983
H 3.222 -3.262 -6.316
C 1.448 -2.159 -6.500
C 1.604 -1.613 -5.089
O 2.987 -1.558 -4.776
C 3.201 -1.014 -3.471
H 6.006 -3.264 -9.494
H 6.229 -1.939 -8.380
H 5.142 -1.724 -9.773
H 3.550 -3.721 -9.814
H 2.772 -2.277 -9.143
H 2.625 -5.066 -7.857
H 1.331 -4.144 -8.460
H 0.433 -2.447 -6.766
H 1.889 -1.516 -7.257
H 1.091 -2.176 -4.306
H 1.239 -0.582 -5.139
H 2.992 0.060 -3.518
H 4.274 -1.053 -3.295
H 2.592 -1.444 -2.676
C -2.401 -2.296 -4.649
O -1.500 -2.672 -3.612
C -1.165 -4.040 -3.688
C -0.522 -4.461 -2.407
N -1.376 -4.089 -1.199
H -1.288 -3.065 -1.170
H -2.348 -4.186 -1.507
C -1.164 -4.793 0.107
C -1.751 -4.090 1.306
O -2.003 -5.132 2.219
C -2.576 -4.796 3.463
H -1.933 -2.550 -5.612
H -2.512 -1.217 -4.642
H -3.300 -2.913 -4.705
H -0.527 -4.253 -4.551
H -2.100 -4.598 -3.831
H 0.432 -3.940 -2.320
H -0.320 -5.530 -2.372
H -0.083 -4.748 0.250
H -1.469 -5.837 0.117
H -2.684 -3.604 0.983
H -1.082 -3.352 1.750
H -3.554 -4.310 3.374
H -1.858 -4.087 3.895
H -2.743 -5.630 4.140
N -1.600 4.334 1.821
S -1.302 3.696 0.451
O -2.025 2.520 0.009
O 0.072 3.869 0.013
F -2.022 4.847 -0.395
S -1.148 3.067 2.849
O 0.225 2.613 2.849
O -2.177 2.104 3.119
F -1.197 3.991 4.144